{
  "formula": "C30H36BCl6F4N6",
  "method": "the ωB97M-V functional and the def2-TZVPD basis",
  "symbols": ["C", "N", "C", "C", "C", "C", "C", "C", "C", "C", "N", "C", "C", "C", "H", "H", "H", "H", "H", "H", "H", "H", "H", "H", "H", "H", "H", "H", "B", "F", "F", "F", "F", "C", "Cl", "Cl", "Cl", "H", "C", "Cl", "Cl", "Cl", "H", "N", "C", "C", "C", "C", "H", "H", "H", "H", "H", "N", "C", "C", "C", "C", "H", "H", "H", "H", "H", "N", "C", "C", "C", "C", "H", "H", "H", "H", "H", "N", "C", "C", "C", "C", "H", "H", "H", "H", "H"],
  "xyz": [[-1.413459, -1.418637, 5.132355], [-1.652844, -1.400705, 3.675793], [-2.817657, -0.954847, 3.159400], [-3.035598, -0.961598, 1.826252], [-2.036511, -1.445592, 0.980711], [-0.861923, -1.983241, 1.532921], [-0.680301, -1.918387, 2.916677], [-2.214456, -1.547242, -0.504238], [-2.554346, -0.397600, -1.225752], [-2.822833, -0.451101, -2.573717], [-2.644554, -1.629665, -3.227118], [-2.320404, -2.743204, -2.574794], [-2.150472, -2.740716, -1.190565], [-2.806706, -1.644810, -4.681880], [-2.343852, -1.416805, 5.694574], [-0.757141, -0.588192, 5.385203], [-0.947487, -2.383956, 5.319016], [-3.550077, -0.575502, 3.857275], [-3.956409, -0.717176, 1.314934], [-0.066624, -2.405854, 0.936073], [0.228557, -2.277887, 3.378025], [-2.647803, 0.545120, -0.703293], [-3.092692, 0.465147, -3.077557], [-2.139684, -3.572727, -3.243668], [-1.939278, -3.673533, -0.687322], [-3.445407, -0.815512, -4.989924], [-3.317669, -2.544265, -5.013063], [-1.876250, -1.388028, -5.187047], [-0.014765, 1.289981, -0.168060], [0.952720, 1.950926, 0.581404], [0.328119, 1.470491, -1.520313], [0.030428, -0.086703, 0.103609], [-1.290332, 1.764332, 0.117445], [-1.081012, 3.825173, -3.095195], [-1.145776, 2.335919, -4.138771], [-2.714288, 4.248284, -2.634701], [-0.370541, 5.246201, -3.936786], [-0.458780, 3.601549, -2.236448], [4.335256, 1.324125, 1.500790], [5.443338, 2.675240, 1.197785], [4.806844, 0.275332, 2.822194], [3.963968, 0.391288, 0.026321], [3.357450, 1.718426, 1.759570], [2.763455, 2.144720, -2.615238], [3.619613, 1.284623, -3.229138], [4.399027, 2.072180, -4.090288], [3.810316, 3.330046, -4.169698], [2.795412, 3.359534, -3.201677], [2.041588, 1.847851, -1.982258], [3.693337, 0.243996, -2.961295], [5.234568, 1.728625, -4.680020], [4.097805, 4.193432, -4.747740], [2.126004, 4.161374, -2.938131], [0.926137, -0.976001, -2.855841], [1.221991, -2.159585, -2.223125], [1.250867, -3.131563, -3.193931], [1.050134, -2.514648, -4.448599], [0.780071, -1.200724, -4.192851], [0.734357, -0.153954, -2.301163], [1.329894, -2.172415, -1.150634], [1.542262, -4.151076, -2.989212], [1.038712, -2.978006, -5.422120], [0.444936, -0.422729, -4.861412], [1.292446, -0.727689, 2.498578], [0.871037, -0.721471, 3.835793], [1.686330, -1.669050, 4.459224], [2.501099, -2.270206, 3.508190], [2.191199, -1.729820, 2.293453], [0.882167, -0.194562, 1.749254], [0.203035, 0.033697, 4.216613], [1.650066, -1.940454, 5.503691], [3.267432, -2.968643, 3.806661], [2.682724, -1.749931, 1.333737], [-1.580014, 2.341061, 2.790607], [-2.696159, 1.636524, 3.109768], [-2.746426, 1.468762, 4.476947], [-1.556551, 2.097084, 4.978270], [-0.822280, 2.541693, 3.927953], [-1.167288, 2.546129, 1.896121], [-3.382999, 1.322378, 2.340626], [-3.465227, 0.895848, 5.040914], [-1.171136, 2.206730, 5.981148], [0.181286, 2.932230, 3.898685]],
  "forces_ev_per_angstrom": [[-0.423, -0.663, -0.023], [-0.868, -0.534, 0.633], [-0.179, -0.189, 0.751], [0.135, -0.819, -1.918], [1.379, -1.533, 0.015], [-1.461, 0.119, 0.230], [-1.350, -1.465, -2.007], [-0.740, 0.624, 0.301], [-0.550, -0.002, 0.008], [0.717, -0.373, 1.017], [-0.406, 1.187, -0.096], [0.408, 0.098, 0.266], [0.278, -0.456, -0.636], [-0.510, 0.928, -0.758], [-0.076, 0.308, -0.221], [-0.554, -0.311, 0.493], [0.226, 0.193, 0.296], [0.107, -0.572, -0.140], [-0.269, 0.385, 0.658], [-0.208, -0.001, -0.063], [-1.434, -1.568, -0.212], [-0.009, -0.063, -0.198], [-0.053, -0.309, -0.536], [-0.091, -0.335, 0.400], [0.081, -0.009, -0.038], [-0.262, -0.036, 0.421], [0.488, -0.199, 0.010], [0.265, -0.785, 0.193], [0.985, 0.464, -0.090], [-0.211, -0.007, 0.493], [-0.726, -0.002, -0.119], [0.283, -0.059, -0.197], [-0.170, 0.333, -0.149], [0.110, 0.325, -0.901], [0.281, 0.762, 0.300], [-0.167, -0.154, 0.366], [-0.124, -0.907, 0.189], [-0.147, -0.111, -0.046], [-0.883, 0.335, -0.257], [-0.260, -0.645, 0.094], [0.424, 0.060, 0.028], [0.472, -0.013, 0.035], [0.246, 0.310, 0.126], [-0.953, -0.786, -0.134], [1.576, 1.115, -0.227], [-0.520, -1.697, -0.398], [-0.949, 1.089, 1.417], [0.949, 0.512, -1.077], [0.129, 0.158, 0.016], [0.047, 0.063, 0.093], [-0.079, -0.106, -0.006], [0.135, -0.143, -0.090], [0.035, -0.072, 0.149], [-0.262, -0.548, 0.823], [-0.468, 0.341, -0.653], [0.940, -0.640, 0.713], [-0.639, -0.225, -0.037], [-0.151, 0.744, -0.102], [-0.023, 0.312, -0.617], [0.151, -0.146, -0.056], [-0.102, -0.046, -0.204], [0.038, -0.035, 0.057], [0.363, 0.143, 0.029], [0.516, 0.611, 1.441], [4.051, 1.643, -0.661], [-0.614, 1.382, 1.066], [0.228, -0.781, 0.604], [0.225, 1.236, -0.583], [0.080, 0.184, -0.044], [0.447, 0.127, -0.382], [0.048, 0.149, 0.012], [-0.059, -0.209, -0.550], [-0.030, -0.460, 0.003], [1.495, -0.072, 0.686], [-0.421, 0.784, -0.110], [0.876, 0.798, 0.014], [0.224, -0.572, 0.781], [-0.745, 0.164, -0.680], [-0.625, -0.210, -0.340], [0.044, 0.411, 0.153], [-0.143, 0.461, 0.094], [-0.419, -0.280, 0.186], [-0.148, 0.291, -0.107]],
  "mulliken_charge": [-1.24, 0.17, -1.63, -0.81, 1.37, -1.63, -0.38, 0.54, -0.83, -0.64, 0.23, -0.62, 0.02, -1.01, 0.42, 0.50, 0.45, 0.99, 0.73, 0.83, 1.30, 0.36, 0.60, 0.39, 0.57, 0.40, 0.43, 0.28, 0.44, -0.35, -0.74, 0.07, -0.36, 0.95, -0.16, -0.15, -0.12, -0.49, 0.64, -0.13, -0.13, -0.10, -0.27, 0.40, -0.39, -0.81, -0.80, -0.32, 0.22, 0.40, 0.42, 0.41, 0.45, 1.52, -0.45, -0.86, -0.80, -0.82, -0.36, 0.42, 0.47, 0.47, 0.59, 0.95, -1.18, -0.70, -1.05, -0.63, -0.09, 0.79, 0.54, 0.47, 0.58, 0.12, -0.31, -0.82, -0.67, -0.59, 0.25, 0.68, 0.67, 0.47, 0.49],
  "charge": 1,
  "orbital_gap_ev": 5.09,
  "fmax_ha_per_bohr": 0.08597,
  "homo_ev": -9.3,
  "lumo_ev": -4.2
}